[1]
Density functional theory data (ωB97M-V/def2-TZVPD) for 8 unconnected molecules or ions with the total composition C16H48O8.

Its highest occupied orbital energy is -10.09 eV. The energy is -1240.1345 hartree. Its structure (SMILES) is CCO.CCO.CCO.CCO.CCO.CCO.CCO.CCO. The orbital gap is 10.57 eV.

```
! RIJCOSX wB97M-V def2-TZVPD def2/J DEFGRID3
* xyz 0 1
C -15.352 11.184 23.664
C -14.630 11.469 22.373
O -13.712 12.576 22.526
H -15.933 12.031 24.029
H -14.518 11.234 24.363
H -15.980 10.294 23.712
H -15.325 11.822 21.611
H -13.996 10.654 22.023
H -14.245 13.355 22.705
C -9.925 11.191 16.502
C -9.250 11.541 15.167
O -9.774 12.780 14.624
H -9.425 10.358 16.997
H -10.815 10.660 16.165
H -10.295 11.965 17.175
H -9.394 10.722 14.462
H -8.186 11.741 15.291
H -10.631 12.634 14.217
C -5.630 10.372 22.561
C -6.370 11.555 23.193
O -7.185 12.175 22.299
H -5.039 9.801 23.278
H -4.948 10.839 21.851
H -6.308 9.729 22.000
H -5.684 12.301 23.593
H -6.889 11.099 24.037
H -8.110 12.057 22.528
C -3.249 18.188 12.167
C -4.574 17.995 12.984
O -5.510 17.330 12.175
H -3.337 19.071 11.534
H -3.123 17.356 11.474
H -2.351 18.372 12.757
H -5.010 18.929 13.341
H -4.367 17.422 13.887
H -6.205 16.923 12.697
C -7.497 13.025 8.216
C -6.091 13.364 7.873
O -6.010 14.770 7.764
H -8.252 13.229 7.456
H -7.809 13.485 9.153
H -7.620 11.942 8.255
H -5.854 12.794 6.974
H -5.444 13.041 8.688
H -6.252 15.129 8.621
C -3.831 5.829 17.900
C -3.650 5.384 16.385
O -4.953 4.967 16.028
H -3.905 4.935 18.520
H -4.771 6.380 17.937
H -3.214 6.656 18.251
H -2.882 4.642 16.167
H -3.481 6.323 15.859
H -4.834 4.577 15.159
C -9.942 4.434 20.933
C -8.906 3.391 21.009
O -9.402 2.141 21.539
H -10.245 4.599 21.967
H -10.771 3.979 20.393
H -9.502 5.288 20.417
H -8.141 3.843 21.640
H -8.613 3.206 19.975
H -8.712 1.491 21.383
C -16.886 13.419 13.828
C -16.167 13.609 12.470
O -14.814 13.790 12.791
H -16.479 12.580 14.392
H -17.964 13.308 13.707
H -16.821 14.314 14.446
H -16.565 14.507 11.997
H -16.181 12.804 11.736
H -14.727 14.703 13.073
*
```



[2]
Density functional theory data (ωB97M-V/def2-TZVPD) for 8 unconnected molecules or ions with the total composition C16H48O8S6.

Its highest occupied orbital energy is -7.93 eV. The energy is -3628.9088 hartree. The orbital gap is 7.84 eV.

```
! RIJCOSX wB97M-V def2-TZVPD def2/J DEFGRID3
* xyz 0 1
C -0.543 -0.384 1.718
C 0.478 -0.302 0.643
O 1.589 0.548 1.027
H -0.209 -0.593 2.881
H -1.195 -1.042 1.330
H -0.950 0.717 1.802
H -0.223 -0.035 -0.099
H 0.812 -1.289 0.349
H 2.240 0.489 0.304
C -0.727 -0.066 6.313
C -0.303 -1.405 6.902
O -0.816 -1.631 8.215
H -1.686 0.065 6.361
H -0.418 -0.160 5.123
H -0.282 0.785 6.862
H 0.837 -1.461 6.949
H -0.810 -2.266 6.275
H -1.738 -1.856 8.217
C 4.007 -2.026 -0.495
S 3.418 -0.944 -1.725
O 3.092 0.343 -0.902
C 5.052 -0.688 -2.492
H 4.767 -1.671 0.297
H 4.547 -3.012 -0.795
H 3.081 -2.175 -0.150
H 5.048 -0.160 -3.306
H 5.499 -1.678 -2.809
H 5.751 -0.317 -1.908
C 1.071 1.789 -3.086
S 0.399 3.093 -4.084
O 1.450 4.209 -4.007
C 0.637 2.370 -5.631
H 0.278 0.938 -3.466
H 1.202 1.993 -1.981
H 1.978 1.376 -3.365
H 1.629 2.101 -5.792
H 0.096 2.916 -6.385
H 0.269 1.327 -5.751
C -2.203 -0.900 -2.876
S -2.831 0.675 -2.279
O -2.341 1.663 -3.356
C -4.527 0.465 -2.616
H -2.421 -1.166 -3.871
H -2.799 -1.619 -2.299
H -1.240 -1.094 -2.706
H -4.953 1.533 -2.847
H -5.319 0.044 -1.903
H -4.852 0.056 -3.604
C 0.518 -5.485 -1.911
S 0.611 -3.944 -0.961
O 0.804 -2.883 -2.017
C -0.993 -3.811 -0.230
H 1.371 -5.356 -2.457
H -0.267 -5.373 -2.619
H 0.382 -6.493 -1.328
H -1.068 -3.231 0.781
H -1.442 -4.773 -0.299
H -1.771 -3.267 -0.839
C -6.163 1.099 1.702
S -5.376 1.126 3.266
O -5.815 -0.179 3.971
C -3.671 0.680 2.814
H -6.005 0.016 1.301
H -5.917 1.884 1.093
H -7.166 1.122 1.827
H -3.675 -0.287 2.261
H -3.226 0.471 3.692
H -3.386 1.486 2.124
C 2.567 4.096 0.856
S 3.246 3.800 -0.688
O 3.610 5.230 -1.209
C 4.723 2.990 -0.002
H 3.131 4.563 1.685
H 2.032 3.330 1.442
H 1.870 4.900 0.700
H 5.183 2.832 -0.903
H 4.772 2.149 0.400
H 5.278 3.786 0.543
*
```



| no. | LUMO level (Eh) |
| --- | --- |
| 1 | 0.0176 |
| 2 | -0.0030 |